# 1
A molecular structure, C4H11NS at a distorted geometry, computed with ωB97M-V/def2-TZVPD.

Calculated values
Charge ... -1
Kohn-Sham gap (spin up / spin down) ... 2.4344 / 7.0307 eV
Lowest unoccupied orbital energy (spin up / spin down) ... 3.871 / 3.788 eV
Spin multiplicity ... 2
Max |F| ... 4.532 eV/A
Energy above the lowest of the compared OMol25 structures with the same formula, charge and spin ... 289.5 kJ/mol

Geometry as XYZ:
```
17
Properties=species:S:1:pos:R:3:forces:R:3:lowdin_charge:R:1
C -0.21585 -2.66718 0.55570 1.92 0.01 0.87 -0.67
S -1.20453 -1.83572 -0.62210 -1.19 0.89 -0.93 0.39
H 0.81803 -2.26288 0.46003 -0.47 -0.41 0.25 0.01
H -0.51209 -2.52165 1.59873 -0.14 0.00 -0.08 0.00
H -0.16136 -3.73963 0.36712 -0.12 -0.04 -0.06 -0.01
C 2.51662 2.21080 0.27961 -0.86 -0.61 0.40 -0.19
C 1.04845 1.98990 0.57963 1.97 1.98 2.72 -0.34
C 0.23140 1.38073 -0.28271 -0.50 -1.31 -4.31 -0.41
N -1.13671 1.09421 -0.00781 -0.23 -1.06 -0.49 -0.07
H 2.71605 1.89684 -0.74806 0.09 0.09 -0.05 0.04
H 2.85419 3.24342 0.40081 0.05 0.16 -0.02 0.03
H 3.12100 1.57423 0.93626 0.41 0.05 -0.10 0.04
H 0.63512 2.36394 1.52029 0.19 0.10 -0.07 0.03
H 0.53481 1.00102 -1.27943 -0.07 0.20 0.83 0.06
H -1.40099 1.50214 0.86559 -0.33 0.06 0.62 0.08
H -1.76372 1.43108 -0.73725 -0.05 0.14 0.21 0.09
H -1.09527 -0.26201 -0.16926 -0.69 -0.24 0.21 -0.08
```
Forces are in eV/Å.

=====

# 2
3 unconnected molecules or ions with the total composition C39H28O9, computed with ωB97M-V/def2-TZVPD.

Calculated values
Kohn-Sham gap ... 8.8105 eV
Lowest unoccupied orbital energy ... -1.230 eV
Structure (SMILES) ... C=CCC1=C(CCCC(=O)O)C(=O)OC1=O.O=C1c2ccccc2C(=O)c2ccccc21.O=C1c2ccccc2C(=O)c2ccccc21
Max |F| ... 0.578 eV/A
Energy above the lowest of the compared OMol25 structures with the same formula, charge and spin ... 0.0 kJ/mol

Geometry as XYZ:
```
76
Properties=species:S:1:pos:R:3:forces:R:3:lowdin_charge:R:1
C 3.07973 3.67087 2.25052 0.48 -0.32 0.02 0.02
C 3.99218 2.74033 2.51470 -0.48 0.27 -0.16 -0.15
C 3.66738 1.43700 3.20116 0.14 -0.34 -0.26 -0.12
C 4.75414 0.43007 3.01858 -0.22 -0.05 0.00 -0.08
C 4.84812 -0.62357 2.20174 -0.05 0.10 0.12 -0.05
C 3.80611 -1.07971 1.22262 0.17 0.22 -0.06 -0.11
C 4.23867 -1.25978 -0.23980 -0.31 -0.16 0.12 -0.16
C 5.01261 -2.53901 -0.56637 0.06 0.22 -0.33 -0.11
C 5.15502 -2.66089 -2.06875 0.11 -0.03 0.17 -0.53
O 6.09643 -2.24693 -2.67369 0.13 -0.02 -0.21 0.13
O 4.13511 -3.27488 -2.72164 -0.23 0.22 0.00 0.10
C 6.16653 -1.26961 2.49862 -0.05 -0.02 0.20 -0.36
O 6.75164 -2.14923 1.95844 -0.13 -0.25 -0.05 0.18
O 6.71823 -0.63681 3.60539 0.42 0.19 -0.23 0.15
C 5.99871 0.51020 3.83195 -0.26 -0.01 -0.18 -0.40
O 6.36759 1.39711 4.53042 0.06 -0.07 0.28 0.19
H 2.02600 3.49020 2.41949 -0.04 0.15 0.20 0.06
H 3.40069 4.62763 1.86290 -0.19 -0.01 -0.23 0.05
H 5.01755 2.89758 2.20173 0.13 0.12 0.32 0.11
H 2.72535 1.02501 2.83940 -0.09 0.10 -0.01 0.10
H 3.54169 1.59381 4.27360 0.07 0.14 0.05 0.13
H 3.31030 -1.97648 1.60152 0.14 -0.16 -0.04 0.13
H 3.04304 -0.30169 1.22670 -0.08 -0.02 0.02 0.11
H 3.31384 -1.27355 -0.82447 -0.05 0.09 -0.01 0.12
H 4.78558 -0.37869 -0.57373 0.14 -0.02 -0.02 0.13
H 4.50094 -3.41335 -0.16263 -0.01 -0.04 0.10 0.13
H 6.02328 -2.50096 -0.18517 0.05 -0.06 0.25 0.11
H 3.37783 -3.32382 -2.12534 0.02 -0.25 -0.05 0.10
C -0.11089 0.00306 7.33383 -0.02 -0.01 0.01 -0.05
C -1.27005 -0.52688 7.89049 0.02 0.01 -0.03 -0.05
C -2.36581 -0.79818 7.08903 0.04 -0.01 0.11 0.00
C -2.31109 -0.53277 5.72690 0.04 0.03 -0.07 -0.08
C -1.15336 0.01476 5.17039 -0.07 -0.01 -0.02 -0.08
C -0.05263 0.27380 5.97774 0.05 0.00 0.10 0.00
C -1.08202 0.34318 3.71917 0.08 0.04 -0.04 -0.27
O -0.07119 0.81077 3.23377 0.08 0.00 -0.02 0.09
C -2.28656 0.08635 2.88312 -0.03 -0.02 0.06 -0.08
C -2.26146 0.42977 1.53702 -0.03 0.00 -0.09 0.00
C -3.36710 0.18792 0.73975 -0.03 0.00 -0.06 -0.05
C -4.50139 -0.40550 1.28398 0.04 0.01 0.01 -0.05
C -4.53443 -0.74681 2.62559 -0.06 0.00 -0.10 0.00
C -3.43134 -0.49676 3.43157 0.08 0.03 0.03 -0.08
C -3.49667 -0.84707 4.87862 -0.11 -0.06 0.04 -0.28
O -4.48267 -1.36877 5.35338 0.01 0.01 0.00 0.11
H 0.74612 0.20828 7.96147 0.00 0.00 0.01 0.11
H -1.31673 -0.72895 8.95223 0.01 -0.01 0.01 0.11
H -3.26933 -1.21472 7.51179 -0.04 -0.01 -0.07 0.12
H 0.84213 0.69083 5.53697 -0.03 0.02 -0.07 0.11
H -1.37493 0.88823 1.12162 0.04 0.00 0.06 0.12
H -3.34549 0.46033 -0.30840 0.01 -0.01 -0.01 0.10
H -5.36244 -0.59900 0.65817 -0.01 0.00 -0.01 0.11
H -5.41312 -1.20513 3.05746 0.02 0.00 0.08 0.12
C -1.33454 -2.68434 -4.65452 -0.01 0.01 -0.03 -0.06
C -1.38075 -2.88515 -6.02999 0.00 0.02 0.03 -0.05
C -1.89701 -1.90398 -6.85870 0.05 -0.10 0.00 0.00
C -2.37757 -0.71975 -6.31487 -0.02 0.05 0.07 -0.08
C -2.34607 -0.52457 -4.93264 -0.03 0.03 -0.07 -0.08
C -1.81590 -1.50791 -4.10666 0.04 -0.10 0.02 0.00
C -2.88912 0.72075 -4.32106 0.02 0.01 0.11 -0.27
O -2.85364 0.89361 -3.11972 -0.02 -0.01 0.05 0.09
C -3.48158 1.74397 -5.22668 0.02 -0.05 -0.06 -0.08
C -4.03844 2.89212 -4.67731 -0.05 0.10 0.00 0.00
C -4.58265 3.85958 -5.50414 0.01 -0.01 -0.03 -0.06
C -4.56711 3.68818 -6.88427 0.01 -0.01 0.04 -0.05
C -4.01684 2.54461 -7.43725 -0.06 0.10 -0.03 0.00
C -3.47861 1.56601 -6.61186 0.02 -0.04 0.08 -0.08
C -2.91510 0.33038 -7.22655 0.01 -0.02 -0.13 -0.28
O -2.89749 0.18186 -8.42940 -0.01 0.00 0.02 0.11
H -0.92482 -3.45073 -4.01001 0.00 -0.01 0.00 0.11
H -1.01165 -3.80903 -6.45479 0.01 0.00 0.00 0.11
H -1.93252 -2.04836 -7.92940 -0.02 0.08 -0.02 0.12
H -1.78799 -1.34469 -3.03827 -0.04 0.07 0.00 0.12
H -4.04242 3.01910 -3.60382 0.05 -0.06 0.02 0.12
H -5.01930 4.75128 -5.07451 0.00 0.01 0.00 0.11
H -4.98790 4.44855 -7.52859 -0.01 0.01 0.00 0.11
H -4.00280 2.40092 -8.50856 0.03 -0.08 0.00 0.12
```
Forces are in eV/Å.

=====

# 3
A gas-phase ion, C4H11N2O (charge +1) at a distorted geometry, computed with ωB97M-V/def2-TZVPD.

Calculated values
Charge ... +1
Kohn-Sham gap ... 11.7871 eV
Lowest unoccupied orbital energy ... -3.127 eV
Structure (SMILES) ... CC[NH2+]CC(N)=O
Max |F| ... 2.090 eV/A
Energy above the lowest of the compared OMol25 structures with the same formula, charge and spin ... 93.1 kJ/mol

Geometry as XYZ:
```
18
Properties=species:S:1:pos:R:3:forces:R:3:lowdin_charge:R:1
O 1.55658 0.41091 1.29243 0.58 -0.52 -0.27 0.09
C 0.49901 -0.13730 1.52898 -0.87 1.00 0.39 -0.51
N 0.19330 -0.74546 2.67973 0.81 -0.30 0.01 0.21
C -0.55915 -0.08894 0.42306 0.68 -0.68 -1.85 0.01
N 0.29487 -0.19330 -0.86445 -0.23 0.34 1.29 0.03
C -0.10381 0.59747 -2.07062 -0.42 -1.04 -0.36 -0.17
C -1.50955 0.22492 -2.50914 -0.01 0.46 -0.41 -0.06
H -0.73148 -0.85827 3.05032 -0.17 -0.26 -0.18 0.13
H 0.99701 -0.98150 3.25376 -0.41 0.36 0.26 0.14
H -1.06649 0.84381 0.26053 -0.42 0.43 0.78 0.14
H -1.22621 -0.94437 0.39871 -0.29 0.18 0.29 0.13
H 1.20268 0.14967 -0.49423 0.24 -0.23 -0.20 0.15
H 0.34285 -1.18400 -1.09186 0.34 0.06 -0.22 0.18
H 0.00405 1.65582 -1.86870 0.29 0.05 0.07 0.14
H 0.57557 0.23207 -2.83575 0.36 0.50 -0.03 0.13
H -2.23569 0.95210 -2.14558 -0.19 -0.42 0.21 0.09
H -1.57160 0.25810 -3.59932 0.04 0.06 0.11 0.09
H -1.72986 -0.80296 -2.22843 -0.33 0.03 0.12 0.08
```
Forces are in eV/Å.

=====

# 4
A molecular structure, C28H30BBaF4N4O10 at a distorted geometry, computed with ωB97M-V/def2-TZVPD.

Calculated values
Charge ... +1
Kohn-Sham gap ... 7.1364 eV
Lowest unoccupied orbital energy ... -4.390 eV
Max |F| ... 2.408 eV/A

Geometry as XYZ:
```
78
Properties=species:S:1:pos:R:3:forces:R:3:lowdin_charge:R:1
Ba -2.20276 2.92016 -3.13968 -0.57 0.03 0.62 2.19
B -0.91204 0.89329 -1.45539 0.83 -0.92 -0.72 -1.43
F -1.65936 0.47683 -2.60781 -0.49 -0.52 -0.58 -0.06
F -0.03329 1.86681 -2.04886 0.81 0.27 -0.13 -0.05
F -1.77030 1.65615 -0.73817 -1.30 0.97 1.39 0.10
F -0.34261 -0.14316 -0.81016 0.17 0.32 -0.07 0.23
C -0.11258 0.05548 3.75753 0.49 -0.34 0.17 -0.05
C -0.89596 -0.51131 4.75985 0.10 0.79 -0.28 -0.05
C -2.24684 -0.73042 4.55570 -0.01 -0.77 0.74 0.00
C -2.82185 -0.50923 3.31008 0.97 1.46 0.61 -0.14
C -2.03884 0.11964 2.35597 0.55 -1.17 -1.49 -0.01
C -0.65892 0.29332 2.51571 -1.20 0.40 0.38 -0.06
N -4.25129 -0.69886 3.06165 0.58 -0.65 0.13 -0.36
O -4.84478 -1.39617 3.85127 -0.32 0.20 -0.02 0.11
O -4.71252 -0.20567 2.05076 -0.34 0.19 -0.10 0.06
H 0.92797 0.29965 3.93548 0.03 -0.19 0.07 0.10
H -0.48090 -0.68925 5.74170 0.03 -0.04 -0.02 0.12
H -2.75337 -1.08659 5.44360 -0.62 -0.15 -0.45 0.13
H -2.41091 0.23962 1.34673 -0.36 0.26 0.16 0.10
H -0.08339 0.67449 1.68666 0.10 0.07 0.05 0.08
C 2.74020 -0.70983 -4.14634 -0.64 -0.15 0.60 -0.06
C 1.42123 -0.84356 -3.71190 0.67 0.04 -0.83 -0.08
C 0.70373 -1.94911 -4.11937 -1.16 -0.47 0.84 -0.01
C 1.25925 -2.97296 -4.86490 1.54 1.01 0.49 -0.14
C 2.60306 -2.86821 -5.22609 -0.07 0.02 -0.98 0.01
C 3.31927 -1.74638 -4.86779 0.33 1.04 0.46 -0.07
N 0.45751 -4.09819 -5.28103 -1.01 -0.02 -1.35 -0.36
O -0.75101 -3.94149 -5.27794 -0.16 0.11 0.57 0.08
O 0.99676 -5.06591 -5.76019 0.69 -0.27 0.31 0.11
H 3.26501 0.19947 -3.88283 0.31 -0.15 -0.09 0.11
H 0.95311 -0.06745 -3.12716 -0.02 -0.05 0.04 0.08
H -0.31401 -2.05218 -3.76087 -0.05 -0.09 -0.23 0.12
H 3.09186 -3.47935 -5.97438 -0.32 -0.71 0.42 0.13
H 4.35682 -1.61139 -5.14544 -0.05 -0.30 -0.28 0.11
C 1.39691 -2.91346 -0.57855 -1.55 0.20 0.86 -0.09
C 2.50602 -3.71276 -0.67934 -0.23 0.61 -0.33 -0.07
C 2.67724 -4.77035 0.19445 1.40 -0.98 -0.20 0.00
C 1.75058 -5.09797 1.17477 -0.46 1.64 -1.70 -0.14
C 0.63097 -4.27534 1.25864 0.01 0.08 1.34 0.00
C 0.44720 -3.17686 0.42028 1.04 -0.15 0.41 -0.05
N 1.94950 -6.19107 2.11726 0.51 0.11 -0.23 -0.37
O 2.93247 -6.87102 1.95874 0.61 -0.37 -0.24 0.10
O 1.15249 -6.34143 3.00467 -0.81 0.11 0.50 0.10
H 1.20326 -2.04097 -1.18843 0.40 -0.06 -0.19 0.07
H 3.22439 -3.39214 -1.42551 0.33 -0.62 0.13 0.11
H 3.61136 -5.31028 0.07835 -0.22 -0.28 0.31 0.12
H 0.06129 -4.42993 2.17177 -0.50 0.10 -0.41 0.12
H -0.24599 -2.39161 0.69057 -0.51 -0.33 -0.23 0.09
C 2.49008 2.01729 0.47503 0.42 -0.37 -0.71 -0.08
C 3.17616 3.06561 1.07110 -0.88 -0.23 -0.09 -0.07
C 3.69028 2.89197 2.33188 0.84 0.06 0.60 0.00
C 3.72436 1.61821 2.88809 -0.27 -0.07 -0.72 -0.14
C 3.21231 0.52631 2.20284 -0.95 -0.37 -0.35 0.00
C 2.48672 0.72960 1.01882 1.29 0.84 0.16 -0.06
N 4.44317 1.44547 4.15414 0.51 0.12 0.39 -0.36
O 5.22793 2.31930 4.46723 -0.11 0.14 -0.09 0.08
O 4.24273 0.45112 4.81499 -0.38 -0.33 -0.23 0.09
H 2.13972 2.22214 -0.53049 -0.37 -0.36 0.04 0.09
H 3.25420 3.98038 0.49985 0.06 0.24 0.40 0.11
H 4.18307 3.68333 2.88102 -0.03 0.04 -0.11 0.12
H 3.31107 -0.50978 2.49818 0.24 0.19 0.58 0.13
H 2.17011 -0.13044 0.44683 -0.37 0.04 0.07 0.10
C -4.83062 1.90336 -0.73167 0.48 0.39 -0.12 -0.05
O -4.76291 2.96589 -1.71427 0.11 -0.27 -0.67 -0.32
C -5.09838 4.25531 -1.22701 0.14 0.00 -0.27 -0.19
C -3.97145 4.76881 -0.38014 -0.48 -0.08 0.91 -0.18
O -2.75072 4.57736 -1.08718 -0.08 -0.04 -0.32 -0.39
C -1.65714 5.28817 -0.55145 1.16 0.40 0.00 -0.09
H -4.78337 0.98005 -1.30373 -0.37 -0.09 0.16 0.11
H -5.72995 2.01541 -0.12961 -0.10 -0.28 -0.11 0.11
H -3.94650 1.93238 -0.09439 -0.17 0.03 0.16 0.07
H -6.04960 4.24590 -0.68994 0.10 -0.10 0.20 0.15
H -5.24694 4.92157 -2.08098 0.08 -0.22 -0.18 0.14
H -3.92524 4.20717 0.55799 0.13 0.05 0.02 0.14
H -4.16842 5.81391 -0.12393 0.35 0.09 -0.15 0.15
H -1.38475 5.07262 0.48505 -0.73 -0.13 0.15 0.11
H -1.79523 6.36101 -0.69531 0.02 0.00 0.12 0.11
H -0.74661 4.97751 -1.07700 -0.16 0.07 -0.32 0.08
```
Forces are in eV/Å.

=====

# 5
3 unconnected molecules or ions with the total composition C5H9ClO at a distorted geometry, computed with ωB97M-V/def2-TZVPD.

Calculated values
Kohn-Sham gap ... 9.9667 eV
Lowest unoccupied orbital energy ... 0.812 eV
Max |F| ... 4.350 eV/A
Energy above the lowest of the compared OMol25 structures with the same formula, charge and spin ... 235.3 kJ/mol

Geometry as XYZ:
```
16
Properties=species:S:1:pos:R:3:forces:R:3:lowdin_charge:R:1
C 2.31353 -0.92005 1.73363 0.38 -0.18 0.10 0.00
C -0.41612 -1.21834 -0.51342 0.82 -0.91 -2.51 -0.11
C -0.55525 0.63028 1.19659 2.15 -2.91 2.42 -0.10
C -1.51848 0.88070 -1.09918 -1.82 0.97 -1.77 -0.01
C -0.89353 0.15022 -0.17139 -0.22 -0.21 -0.19 -0.51
O 2.19003 -1.84433 2.36194 -0.03 0.00 0.01 0.07
Cl 2.24527 1.01424 -2.16609 0.08 0.06 0.15 0.28
H -1.07516 -2.05493 -0.15360 0.68 0.85 -0.02 0.09
H 0.67854 -1.37020 -0.13823 -2.00 0.07 -0.95 0.06
H -0.49723 -1.23059 -1.71702 0.68 -0.54 2.75 0.11
H 0.65603 0.44399 1.43962 -3.23 1.45 -0.99 0.06
H -0.94584 -0.03030 2.10777 0.25 0.97 -2.17 0.12
H -0.99647 1.57647 1.32779 0.27 1.52 0.53 0.04
H 2.62634 1.53638 -1.05585 -0.08 -0.08 -0.14 -0.24
H -1.83703 0.52527 -2.17141 1.13 0.15 2.23 0.09
H -1.97464 1.91118 -0.98115 0.93 -1.21 0.52 0.07
```
Forces are in eV/Å.

=====

# 6
C5H9NOS in the gas phase at a distorted geometry, computed with ωB97M-V/def2-TZVPD.

Calculated values
Kohn-Sham gap ... 9.6995 eV
Lowest unoccupied orbital energy ... 0.554 eV
Structure (SMILES) ... C[C@H]1[C@@H](O)C=N[C@@H]1S
Max |F| ... 5.007 eV/A
Energy above the lowest of the compared OMol25 structures with the same formula, charge and spin ... 268.7 kJ/mol

Geometry as XYZ:
```
17
Properties=species:S:1:pos:R:3:forces:R:3:lowdin_charge:R:1
C 1.91045 0.53737 -0.65296 -4.78 -0.92 1.18 -0.02
C 0.71550 1.22140 0.37610 3.09 0.60 -3.51 -0.32
C -0.47833 0.47461 -0.09363 -2.57 -1.14 0.84 -0.37
C -0.06339 -0.34881 -1.29086 0.58 1.37 -0.94 -0.71
C -0.82110 -0.58595 0.98288 0.15 0.50 0.95 -0.06
N 1.40281 -0.33884 -1.42579 0.27 1.06 -0.08 0.04
O 1.04906 1.00633 1.70177 2.55 -2.44 -0.41 -0.07
S -0.82244 0.29073 -2.79919 0.07 0.25 -1.30 0.75
H 2.93608 0.64156 -0.54375 1.94 0.50 0.18 0.08
H 0.80541 2.24466 -0.02580 -0.61 0.16 1.25 0.15
H -1.43201 1.06045 -0.32763 1.65 -0.40 0.38 0.15
H -0.30300 -1.35829 -1.21260 -0.76 -1.72 0.19 0.07
H -0.06523 -1.37041 0.89409 -0.03 -0.19 0.21 0.08
H -1.79702 -1.06770 0.82201 0.27 0.37 0.17 0.09
H -0.66745 -0.12485 1.99821 -0.93 -0.79 -0.96 0.10
H 1.52125 0.07366 1.56029 -1.40 2.88 1.49 0.17
H -2.12917 -0.01921 -2.61269 0.51 -0.10 0.38 -0.13
```
Forces are in eV/Å.